Formula: C16H36Br4O6
Source: OMol25
Level of theory: ωB97M-V/def2-TZVPD

Structure (XYZ):
```
62
Properties=species:S:1:pos:R:3:forces:R:3
C 2.68576 1.91019 -5.93949 -0.1 0.4 0.1
O 1.65724 2.79202 -5.56019 -0.5 1.6 1.0
C 1.53420 3.38158 -4.22865 0.7 -0.5 0.6
C 2.69867 4.23104 -3.63453 1.3 -0.9 -2.1
O 3.82135 3.47455 -3.16476 -0.2 -1.0 1.2
C 3.67805 2.74483 -1.93442 -0.9 0.6 0.0
C 3.19575 3.63929 -0.75740 -0.1 -0.3 -0.5
O 1.78062 3.94981 -0.81662 0.7 0.3 0.3
C 1.38451 4.70324 0.33201 -0.3 0.0 -0.2
H 2.75080 1.05894 -5.26182 0.2 -0.2 0.0
H 3.64987 2.40620 -6.05153 0.2 0.0 0.4
H 2.39700 1.60927 -6.94655 0.0 -0.4 0.1
H 1.38683 2.58349 -3.50105 -0.4 -0.3 0.0
H 0.64226 4.00693 -4.26706 0.0 -0.2 -0.2
H 2.49161 5.02305 -2.91484 -0.7 -0.1 -0.3
H 3.21550 4.60190 -4.51966 -0.5 1.0 -0.1
H 4.66182 2.30556 -1.76913 0.1 0.3 0.4
H 3.00693 1.89012 -2.01908 -0.3 0.0 -0.2
H 3.80174 4.54306 -0.82111 -0.1 0.4 0.2
H 3.36635 3.17601 0.21440 0.3 -0.3 0.0
H 1.36577 4.09627 1.23717 0.1 -0.2 0.1
H 0.37682 5.09638 0.19749 -0.1 -0.3 -0.3
H 1.99127 5.58467 0.53943 0.5 0.0 -0.3
C 0.74760 -3.20996 4.84268 1.0 -0.3 -0.9
O 1.60680 -3.42423 3.68591 -0.2 1.3 0.1
C 1.08030 -4.06002 2.54453 -1.5 -0.5 0.4
C 0.05364 -3.22951 1.68479 0.9 -0.3 1.8
O -1.02544 -2.69508 2.44903 -0.6 -0.7 0.4
C -2.00887 -3.63856 2.99584 0.6 1.4 -0.6
C -3.04401 -2.79048 3.70234 -0.3 0.7 -0.7
O -3.72044 -1.85943 2.84373 0.4 0.8 1.2
C -4.55218 -2.31325 1.80616 0.6 -0.5 0.1
H 0.00094 -2.41688 4.80229 0.1 0.1 -0.7
H 1.47435 -2.89803 5.59277 -0.3 -0.5 0.3
H 0.23165 -4.15091 5.03374 0.1 -0.1 0.5
H 0.62865 -4.97686 2.92336 -0.5 -0.4 -0.2
H 1.90361 -4.42417 1.92999 0.2 0.5 -0.1
H -0.33089 -3.80845 0.84510 0.3 0.0 -0.2
H 0.64605 -2.35933 1.40205 -0.3 0.1 -0.6
H -1.54523 -4.27077 3.75310 0.0 -0.4 -0.2
H -2.47898 -4.19074 2.18209 0.2 -0.4 -0.1
H -2.51928 -2.19050 4.44583 0.0 0.3 -0.1
H -3.74751 -3.38493 4.28527 -0.3 -0.4 -0.3
H -3.89682 -2.61006 0.98732 -0.4 -0.6 -0.2
H -5.19362 -1.52336 1.41534 0.2 0.3 0.4
H -5.19964 -3.10751 2.17770 -0.1 -0.4 -0.3
Br -5.61158 -2.04856 -1.92878 1.6 0.8 -0.4
C -3.81113 -1.21148 -2.52508 0.2 -1.4 1.1
C -2.62774 -1.49112 -1.48996 -1.4 -0.1 -0.5
Br -2.36726 -3.40844 -1.12932 -0.1 0.3 -0.4
H -4.05534 -0.16782 -2.72318 0.3 -0.1 0.4
H -3.59517 -1.71339 -3.46825 -0.1 0.0 0.2
H -2.81115 -1.08667 -0.49453 -0.1 0.2 -0.3
H -1.64869 -1.18091 -1.85513 -0.4 0.3 -0.2
Br -0.67771 1.83434 3.12273 0.0 -0.5 -0.7
C -0.34843 0.53043 1.65693 0.5 -1.0 0.8
C 0.29868 1.22546 0.50959 -0.5 0.7 0.1
Br 0.82082 -0.07900 -0.89214 -0.2 0.7 0.6
H -1.26545 0.00587 1.38856 -0.1 0.3 0.2
H 0.33167 -0.21148 2.07541 -0.2 0.1 0.2
H 1.16694 1.79047 0.84869 0.1 -0.3 -0.4
H -0.44983 1.93696 0.16089 0.4 0.0 -0.8
```
Forces are in eV/Å.

Its charge is 0. For the calculated total energy, the calculation gives -309626.159 eV. Its SMILES is COCCOCCOC.COCCOCCOC.BrCCBr.BrCCBr. The calculation puts the HOMO energy at -9.3 eV.

These are the Löwdin partial charges, in e, on atoms 1 to 2: number 1, C, carries -0.1144; number 2, O, carries -0.1991


Formula: C16H36BrP
Source: OMol25
Level of theory: ωB97M-V/def2-TZVPD

Structure (XYZ):
```
54
Properties=species:S:1:pos:R:3:forces:R:3
Br -0.00428 8.08636 0.65020 0.0 -0.3 0.0
C -3.65068 2.54077 1.74940 -1.1 -0.9 0.0
C -3.51813 1.90917 0.36806 0.2 0.0 -0.7
C -2.73340 0.59203 0.48466 0.9 0.9 -0.2
C -2.02804 0.07984 -0.80491 -0.2 -0.7 0.0
P -0.40524 -0.72533 -0.48990 1.0 1.5 0.9
C -0.59692 -1.99320 0.83914 0.2 -0.7 -0.9
C 0.73314 -2.45673 1.42912 0.1 -0.7 0.5
C 0.62672 -3.63882 2.44223 1.0 0.6 0.1
C 0.08179 -3.31040 3.82170 -0.9 -0.6 -0.7
C 0.43420 -1.15876 -2.08313 0.6 -0.7 1.1
C 1.73465 -1.97774 -1.81690 -1.0 -0.8 -0.7
C 2.56214 -2.22059 -3.07246 -0.8 0.1 0.4
C 3.33062 -0.96904 -3.36844 0.8 -0.6 -0.2
C 0.81815 0.45368 0.31476 -0.2 -0.1 -0.6
C 1.06384 1.76987 -0.45179 -1.0 0.2 -0.2
C 0.40940 2.97938 0.19875 0.5 1.6 0.0
C 0.66860 4.29122 -0.62694 -0.9 -1.0 -0.3
H -4.24493 1.87870 2.37917 0.6 -0.6 0.4
H -4.29446 3.41227 1.86838 0.7 0.6 -0.7
H -2.61922 2.65958 2.08119 -0.4 0.4 0.6
H -2.92392 2.61296 -0.21477 -0.1 -0.1 -0.4
H -4.43479 1.67277 -0.17228 -0.3 0.5 0.1
H -3.37596 -0.16246 0.93848 0.3 -0.2 0.0
H -1.93019 0.88693 1.15991 0.1 -0.5 0.5
H -1.90231 0.78734 -1.62451 0.2 0.5 0.3
H -2.62148 -0.69411 -1.29168 -0.1 -0.3 0.0
H -1.13710 -2.86100 0.46068 -0.1 0.0 -0.3
H -1.22804 -1.59279 1.63251 0.0 0.4 -0.1
H 1.22024 -1.57985 1.85563 0.1 -0.3 0.4
H 1.44503 -2.87214 0.71585 -0.3 0.4 -0.6
H 1.66897 -3.94328 2.53749 0.1 -0.3 0.1
H 0.09377 -4.48504 2.00865 -0.1 0.1 -0.2
H 0.09129 -4.16404 4.49943 0.7 0.0 0.0
H -0.99345 -3.23296 3.66061 -0.2 1.0 0.4
H 0.57744 -2.44093 4.25348 -0.4 0.0 0.1
H 0.69313 -0.23602 -2.60236 -0.4 0.2 0.1
H -0.19982 -1.78018 -2.71554 -0.2 0.2 0.0
H 1.40362 -2.98363 -1.55866 0.0 0.1 0.8
H 2.43729 -1.56817 -1.09118 -0.5 0.0 0.4
H 1.89071 -2.48734 -3.88862 0.2 -0.3 -0.2
H 3.17105 -3.07419 -2.77464 0.4 0.0 -0.6
H 3.80648 -0.71378 -2.42159 0.1 0.7 -0.1
H 2.65555 -0.20180 -3.74754 0.4 0.2 0.1
H 4.13978 -1.17636 -4.06871 -0.1 0.3 -0.2
H 1.77510 -0.05139 0.44606 -0.2 -0.4 -0.3
H 0.49592 0.62528 1.34180 -0.3 0.2 0.0
H 0.68293 1.70667 -1.47111 0.0 -0.1 -0.3
H 2.12293 1.99532 -0.57675 0.1 -0.2 0.3
H 0.76320 3.02365 1.22879 0.2 0.3 0.1
H -0.67712 3.00265 0.28263 -0.2 -0.9 0.0
H -0.14438 4.27193 -1.35274 -0.1 0.2 -0.4
H 1.56585 4.27448 -1.24560 0.3 0.1 0.5
H 0.50037 5.23923 -0.11598 0.4 0.0 0.4
```
Forces are in eV/Å.

Its charge is 0. For the calculated total energy, the calculation gives -96505.281 eV. The energy above the lowest of the compared OMol25 structures with the same formula, charge and spin is 71.97 kcal/mol. The calculation puts the HOMO energy at -5.2 eV.

These are the Löwdin partial charges, in e, on atoms 1 to 2: number 1, Br, carries -0.8619; number 2, C, carries -0.0932


Formula: C16H36ClN2
Source: OMol25
Level of theory: ωB97M-V/def2-TZVPD

Structure (XYZ):
```
55
Properties=species:S:1:pos:R:3:forces:R:3
C -13.53652 14.31908 -19.83262 -0.1 0.3 -0.4
C -13.59724 14.46340 -21.36819 1.0 -0.5 0.6
C -14.97919 14.89866 -21.76869 0.5 0.7 -0.2
N -15.16402 15.22064 -23.23442 -0.9 -0.1 -0.9
C -15.30323 13.95821 -24.01667 0.2 0.1 -0.6
C -16.45932 16.04111 -23.36074 0.3 -0.6 0.2
C -16.00465 17.48688 -23.42810 -0.6 -0.3 0.5
C -14.79714 17.37585 -24.34725 0.1 0.8 0.5
C -14.10154 16.12932 -23.82396 0.4 -0.1 -0.5
H -12.60135 13.85130 -19.53569 0.0 -0.1 0.0
H -14.37825 13.72184 -19.47942 0.1 -0.1 0.1
H -13.58240 15.30840 -19.37488 -0.1 0.0 0.0
H -13.18567 13.54766 -21.80615 -0.7 -0.2 -0.3
H -12.85181 15.20775 -21.64824 -0.2 0.2 0.1
H -15.15871 15.84848 -21.26544 -0.1 0.2 0.3
H -15.76595 14.19175 -21.51078 0.1 -0.1 0.0
H -15.75265 14.16826 -24.98663 0.0 0.2 0.1
H -15.94791 13.26266 -23.48896 0.1 -0.1 0.1
H -14.31690 13.55461 -24.22830 0.0 -0.3 0.4
H -16.95857 15.76181 -24.28846 0.1 -0.1 0.0
H -17.07049 15.69001 -22.53144 -0.2 0.5 0.1
H -16.85120 18.07402 -23.78680 0.3 0.2 -0.2
H -15.71356 17.85473 -22.43568 0.1 0.0 -0.1
H -15.07221 17.36909 -25.40152 0.0 -0.4 0.0
H -14.12695 18.22509 -24.21179 0.0 0.0 0.0
H -13.55615 15.62258 -24.61797 -0.1 -0.3 0.1
H -13.39126 16.35296 -23.04023 -0.1 0.3 0.1
C -20.39208 20.14062 -16.91134 -0.6 -0.9 0.5
C -20.54895 19.28012 -18.16502 1.1 -0.3 0.2
C -19.43481 18.20621 -18.21536 -1.5 -0.3 0.1
N -19.11486 17.70094 -19.59538 1.2 -0.3 -0.3
C -18.26210 16.47354 -19.41560 -0.6 -0.1 -0.7
C -18.25179 18.73250 -20.34287 -0.8 0.3 0.8
C -19.14292 19.34896 -21.40241 -0.1 -0.1 -0.6
C -20.22540 18.31089 -21.71111 0.1 -1.2 0.8
C -20.32060 17.40265 -20.46234 0.1 0.6 0.5
H -21.17363 20.89428 -16.85404 0.3 0.4 -0.2
H -19.38684 20.51482 -16.73823 -0.1 0.4 -0.3
H -20.62464 19.48417 -16.06330 0.2 0.1 0.1
H -20.52234 19.85578 -19.09032 -0.3 0.2 0.1
H -21.47466 18.72195 -18.04172 -0.3 0.4 -0.5
H -19.85705 17.33769 -17.70643 0.4 0.0 0.3
H -18.51467 18.51589 -17.72839 0.1 0.0 -0.2
H -17.32055 16.78255 -18.96591 0.1 -0.3 0.1
H -18.10903 16.05545 -20.41161 0.4 0.2 0.0
H -18.84160 15.70560 -18.90614 0.2 0.2 0.5
H -17.34186 18.24483 -20.68213 0.1 0.0 -0.1
H -17.99515 19.42593 -19.54790 0.5 0.3 -0.4
H -18.56366 19.53218 -22.30630 0.0 0.2 0.1
H -19.58991 20.29238 -21.09778 0.1 0.0 0.1
H -19.91418 17.64547 -22.51667 -0.1 0.3 -0.3
H -21.22666 18.68883 -21.89471 0.2 0.3 -0.4
H -20.30327 16.34386 -20.69869 -0.1 0.0 0.0
H -21.18192 17.63247 -19.84505 -0.2 -0.2 -0.2
Cl -14.82453 18.03489 -19.91444 -0.5 -0.4 -0.3
```
Forces are in eV/Å.

Its charge is +1. For the calculated total energy, the calculation gives -32672.272 eV. The energy above the lowest of the compared OMol25 structures with the same formula, charge and spin is 13.00 kcal/mol. The calculation puts the HOMO energy at -10.4 eV.

These are the Löwdin partial charges, in e, on atoms 1 to 2: number 1, C, carries -0.0847; number 2, C, carries -0.2300